Entry 1:
This record from OMol25 describes a cluster of 2 separate species, C9H13N2O2P in total in a non-equilibrium geometry. The level of theory is ωB97M-V/def2-TZVPD.

As for the frontier orbital gap: 7.9231 eV. The relative energy (zero: lowest compared OMol25 entry of this formula, charge and spin) comes out at 69.1 kcal per mole. The HOMO energy comes out at -8.46 eV. For the lowest unoccupied orbital energy, the calculation gives -0.53 eV.

Last column: Mulliken charge in e.
Atoms and positions in Å:
C (-1.47, 3.07, -0.18)  -0.209
C (-0.16, 3.52, -0.46)  -0.686
C (-1.66, 1.83, 0.44)  -0.413
C (0.89, 2.61, -0.21)  -0.160
C (-0.63, 0.89, 0.57)  -0.275
C (1.70, 0.47, 0.49)  0.287
C (1.00, -1.69, 1.35)  -1.364
C (-2.32, -1.34, -1.33)  -0.925
C (1.44, -1.01, 0.07)  0.835
N (0.61, 1.33, 0.28)  0.289
N (2.85, 0.82, 0.80)  -0.704
O (-4.06, -0.78, 0.69)  -0.466
O (2.56, -1.64, -0.46)  -0.613
P (-2.75, -1.40, 0.61)  0.475
H (-2.28, 3.69, -0.47)  0.413
H (-0.05, 4.53, -0.94)  0.317
H (-2.72, 1.65, 0.81)  0.279
H (1.85, 2.93, -0.46)  0.419
H (0.10, -1.30, 1.74)  0.321
H (1.73, -1.54, 2.13)  0.315
H (1.06, -2.69, 1.15)  0.433
H (-1.30, -1.06, -1.69)  0.271
H (-2.80, -2.24, -1.79)  0.380
H (-3.11, -0.54, -1.61)  0.258
H (0.77, -0.97, -0.83)  -0.069
H (3.07, 1.80, 1.01)  0.263
H (3.38, -1.21, -0.16)  0.330

Entry 2:
This record from OMol25 describes a structure of composition C19H33Cl8O4PS in a non-equilibrium geometry. The level of theory is ωB97M-V/def2-TZVPD.

As for the frontier orbital gap: 7.7964 eV. The HOMO energy comes out at -9.00 eV. For the lowest unoccupied orbital energy, the calculation gives -1.20 eV.

Last column: Mulliken charge in e.
Atoms and positions in Å:
C (-0.14, -1.51, 1.15)  -0.530
O (-0.36, -0.68, 2.27)  -0.469
C (-1.55, 0.08, 2.13)  0.616
C (-1.63, 1.09, 3.26)  -0.558
C (-0.72, 2.33, 3.09)  -1.145
C (0.02, 2.39, 1.76)  0.677
C (1.03, 3.54, 1.69)  -1.215
C (1.60, 3.76, 0.29)  -0.916
C (2.25, 2.51, -0.32)  -0.547
C (1.31, 1.70, -1.21)  1.058
C (1.88, 0.33, -1.62)  -1.332
C (0.82, -0.78, -1.69)  0.390
C (-0.14, -0.52, -2.80)  -0.540
C (-1.36, 0.02, -2.83)  1.233
P (-2.38, 0.57, -1.45)  0.465
S (-2.99, 2.41, -1.47)  -0.402
C (-1.80, 0.12, -4.25)  -0.045
O (-2.80, 0.52, -4.72)  -0.506
O (-0.77, -0.39, -5.04)  -0.414
C (0.25, -0.79, -4.23)  0.184
O (1.23, -1.29, -4.64)  -0.530
H (0.45, -2.38, 1.44)  0.359
H (0.40, -0.97, 0.36)  0.338
H (-1.09, -1.87, 0.72)  0.216
H (-1.55, 0.58, 1.15)  -0.741
H (-2.42, -0.60, 2.15)  0.615
H (-2.68, 1.38, 3.37)  0.494
H (-1.36, 0.54, 4.18)  -0.140
H (-1.34, 3.23, 3.17)  0.307
H (0.00, 2.38, 3.91)  0.355
H (-0.71, 2.56, 0.95)  0.012
H (0.52, 1.43, 1.57)  0.126
H (1.86, 3.37, 2.39)  0.351
H (0.53, 4.46, 2.03)  0.405
H (0.80, 4.14, -0.37)  0.372
H (2.35, 4.56, 0.34)  0.329
H (2.57, 1.84, 0.49)  0.485
H (3.14, 2.80, -0.89)  0.198
H (0.38, 1.56, -0.63)  -1.054
H (1.01, 2.28, -2.10)  0.630
H (2.33, 0.42, -2.62)  0.326
H (2.69, 0.02, -0.95)  0.559
H (0.27, -0.85, -0.74)  -1.059
H (1.32, -1.74, -1.87)  0.746
H (-3.38, -0.41, -1.41)  0.082
H (-1.57, 0.21, -0.37)  -0.003
C (4.93, 2.48, -3.88)  -0.281
Cl (3.24, 3.01, -3.80)  -0.110
Cl (5.92, 3.19, -2.60)  -0.161
H (4.94, 1.40, -3.76)  0.219
H (5.33, 2.77, -4.84)  0.348
C (-2.56, -1.61, 6.79)  -0.290
Cl (-1.82, -0.01, 6.82)  -0.143
Cl (-3.02, -2.11, 5.15)  -0.124
H (-1.83, -2.33, 7.17)  0.273
H (-3.45, -1.59, 7.40)  0.291
C (-2.30, -3.71, -2.22)  -0.602
Cl (-1.01, -2.49, -2.20)  0.209
Cl (-3.07, -3.90, -0.65)  -0.134
H (-3.05, -3.40, -2.94)  0.330
H (-1.85, -4.66, -2.50)  0.362
C (0.28, -6.42, 0.13)  -0.356
Cl (-0.20, -5.17, 1.28)  -0.083
Cl (0.56, -5.77, -1.50)  -0.135
H (1.20, -6.87, 0.47)  0.317
H (-0.51, -7.15, 0.06)  0.283

Entry 3:
This record from OMol25 describes a cluster of 2 separate species, C5H14N2O2 in total in a non-equilibrium geometry. The level of theory is ωB97M-V/def2-TZVPD.

As for the frontier orbital gap: 10.6216 eV. The structure (SMILES) is CC(C)(C)O.NNC=O. The relative energy (zero: lowest compared OMol25 entry of this formula, charge and spin) comes out at 29.5 kcal per mole. The HOMO energy comes out at -9.85 eV. For the lowest unoccupied orbital energy, the calculation gives 0.77 eV.

Last column: Mulliken charge in e.
Atoms and positions in Å:
C (0.28, 2.11, 1.45)  -1.606
C (0.54, 1.08, 0.34)  1.684
C (1.63, 1.57, -0.60)  -1.637
C (0.94, -0.27, 0.97)  -1.602
O (-0.64, 0.93, -0.45)  -0.761
H (-0.04, 3.05, 1.00)  0.382
H (1.17, 2.28, 2.04)  0.389
H (-0.52, 1.75, 2.10)  0.400
H (1.33, 2.53, -1.03)  0.393
H (2.57, 1.70, -0.07)  0.368
H (1.77, 0.87, -1.42)  0.379
H (1.22, -0.98, 0.20)  0.306
H (1.78, -0.13, 1.64)  0.483
H (0.11, -0.68, 1.54)  0.329
H (-1.37, 0.66, 0.13)  0.387
N (-0.83, -2.80, -1.81)  -0.777
N (-1.26, -1.70, -1.06)  0.186
C (-2.09, -1.84, -0.03)  0.096
O (-2.43, -0.92, 0.69)  -0.624
H (0.19, -2.94, -1.71)  0.241
H (-1.04, -2.65, -2.80)  0.243
H (-0.87, -0.76, -1.21)  0.357
H (-2.46, -2.88, 0.08)  0.385

Entry 4:
This record from OMol25 describes a structure of composition C27H23FeN6O7PS. The level of theory is ωB97M-V/def2-TZVPD.

As for the frontier orbital gap (alpha / beta): 8.8236 / 6.8685 eV. The charge is +1. Its spin multiplicity is 6. The HOMO energy (alpha / beta) comes out at -11.65 / -11.59 eV. The expectation value of S² is 8.76. For the lowest unoccupied orbital energy (alpha / beta), the calculation gives -2.83 / -4.72 eV.

Last column: Mulliken spin population.
Atoms and positions in Å:
Fe (0.34, -0.31, -0.50)  4.263
N (-0.93, -1.24, 2.11)  -0.004
P (0.77, -1.00, 2.42)  0.000
C (0.80, -0.99, 4.23)  0.001
C (0.17, -0.01, 4.99)  -0.001
C (0.21, -0.08, 6.37)  0.001
C (0.88, -1.12, 7.00)  0.000
C (1.52, -2.09, 6.25)  0.000
C (1.48, -2.03, 4.86)  0.002
C (0.95, 0.79, 2.05)  0.036
C (-0.12, 1.67, 1.87)  -0.030
C (0.12, 3.02, 1.66)  -0.013
C (1.42, 3.50, 1.67)  0.013
C (2.49, 2.64, 1.87)  -0.003
C (2.26, 1.29, 2.06)  0.039
C (-1.36, -2.07, 1.10)  -0.005
C (-2.50, -2.87, 1.23)  -0.002
C (-2.83, -3.71, 0.20)  0.003
C (-2.04, -3.76, -0.95)  -0.001
C (-0.96, -2.92, -1.03)  0.015
N (-0.64, -2.07, -0.03)  0.063
H (-1.57, -1.15, 2.89)  0.001
H (-0.33, 0.82, 4.51)  -0.002
H (-0.28, 0.69, 6.97)  0.000
H (0.92, -1.17, 8.08)  0.000
H (2.05, -2.90, 6.74)  0.000
H (1.98, -2.79, 4.27)  0.000
H (-1.14, 1.30, 1.87)  0.007
H (-0.72, 3.69, 1.52)  0.000
H (1.60, 4.56, 1.51)  0.000
H (3.50, 3.02, 1.89)  0.000
H (3.09, 0.62, 2.22)  0.000
H (-3.08, -2.83, 2.14)  0.001
H (-3.71, -4.35, 0.28)  0.000
H (-2.27, -4.42, -1.77)  0.000
H (-0.34, -2.86, -1.91)  0.001
O (0.15, -0.05, -4.51)  0.029
C (-0.17, 0.13, -3.36)  -0.006
O (0.37, -0.56, -2.38)  0.193
C (-1.20, 1.17, -3.00)  -0.018
C (-1.71, 1.91, -4.06)  -0.009
C (-2.68, 2.87, -3.82)  0.015
C (-3.19, 3.09, -2.56)  -0.006
C (-2.71, 2.34, -1.51)  0.044
C (-1.68, 1.39, -1.68)  0.020
O (-1.17, 0.73, -0.67)  0.202
N (-3.32, 2.59, -0.19)  0.001
O (-3.09, 1.82, 0.71)  0.002
O (-4.06, 3.55, -0.10)  0.003
N (-3.20, 3.66, -4.95)  -0.001
O (-4.06, 4.47, -4.71)  0.002
O (-2.71, 3.45, -6.04)  0.002
H (-1.34, 1.74, -5.06)  0.000
H (-3.97, 3.83, -2.40)  0.000
S (2.74, -0.31, -0.60)  0.134
C (2.97, -0.94, -2.19)  -0.010
N (3.18, -0.21, -3.28)  0.008
C (3.20, -1.05, -4.48)  -0.001
C (3.41, -2.45, -3.88)  -0.001
N (3.05, -2.23, -2.48)  0.008
H (2.95, 0.77, -3.29)  0.001
H (4.02, -0.76, -5.14)  0.000
H (2.25, -0.96, -4.99)  0.000
H (4.44, -2.79, -3.96)  0.000
H (2.75, -3.19, -4.33)  0.000
H (3.08, -2.93, -1.75)  0.000

Entry 5:
This record from OMol25 describes a structure of composition C4HN2O6P in a non-equilibrium geometry. The level of theory is ωB97M-V/def2-TZVPD.

As for the frontier orbital gap: 7.6379 eV. The charge is -2. The HOMO energy comes out at -1.35 eV. For the lowest unoccupied orbital energy, the calculation gives 6.29 eV.

Last column: Mulliken charge in e.
Atoms and positions in Å:
C (-1.03, 0.16, -1.36)  0.482
C (-0.80, 1.17, -0.32)  0.338
C (-1.81, 1.05, 0.81)  0.380
C (-1.53, -1.31, 0.35)  0.622
N (-0.95, -1.08, -0.80)  -0.626
N (-2.32, -0.18, 0.94)  -0.283
O (-4.28, -1.26, -0.52)  -0.783
O (-4.65, 1.02, 0.48)  -0.749
O (0.10, 2.04, -0.41)  -0.676
O (-1.93, 2.00, 1.57)  -0.612
O (-1.38, -2.30, 1.06)  -0.684
O (-2.77, 0.59, -1.49)  -0.553
P (-3.71, 0.06, -0.24)  0.907
H (-0.58, 0.26, -2.45)  0.236

Entry 6:
This record from OMol25 describes a structure of composition C22H37AlFN8O2 in a non-equilibrium geometry. The level of theory is ωB97M-V/def2-TZVPD.

As for the frontier orbital gap: 6.4641 eV. The charge is -1. The relative energy (zero: lowest compared OMol25 entry of this formula, charge and spin) comes out at 61.3 kcal per mole. The HOMO energy comes out at -4.54 eV. For the lowest unoccupied orbital energy, the calculation gives 1.93 eV.

Last column: Mulliken charge in e.
Atoms and positions in Å:
C (2.82, -1.82, 0.12)  -0.891
C (2.76, -0.46, -0.76)  -0.152
O (2.28, 0.69, -0.03)  -0.323
C (0.86, 0.81, -0.10)  0.604
O (0.30, 1.54, -0.96)  -0.569
C (0.00, 0.02, 1.00)  -0.089
C (-1.59, 0.13, 0.78)  -0.208
C (-2.10, -1.29, 0.21)  -0.592
Al (-3.73, -1.20, -1.01)  0.092
F (-5.31, -1.11, 0.02)  -0.595
H (2.93, -1.62, 1.24)  0.366
H (1.90, -2.48, -0.08)  0.172
H (3.72, -2.46, -0.22)  0.207
H (2.22, -0.65, -1.75)  0.094
H (3.85, -0.23, -1.04)  0.251
H (0.25, 0.55, 2.00)  -0.047
H (0.38, -1.05, 1.07)  0.131
H (-2.03, 0.26, 1.84)  0.210
H (-1.92, 1.04, 0.18)  0.056
H (-2.39, -1.95, 1.11)  0.331
H (-1.21, -1.81, -0.31)  0.124
H (-3.77, -2.60, -1.80)  -0.225
H (-3.76, 0.06, -1.99)  -0.133
C (3.09, 3.52, 1.82)  -0.341
C (2.83, 3.34, 3.29)  0.368
N (2.63, 3.21, 4.44)  -0.469
H (2.59, 2.72, 1.26)  -0.073
H (2.69, 4.48, 1.49)  0.283
H (4.16, 3.48, 1.62)  0.274
C (-7.90, -1.10, -3.61)  -0.681
C (-6.94, -2.22, -3.38)  0.336
N (-6.18, -3.10, -3.20)  -0.402
H (-8.74, -1.44, -4.21)  0.296
H (-8.27, -0.72, -2.66)  0.239
H (-7.39, -0.28, -4.14)  0.231
C (5.57, -4.30, -2.30)  -0.885
C (4.33, -3.56, -2.71)  0.362
N (3.36, -2.99, -3.03)  -0.454
H (6.39, -3.59, -2.14)  0.279
H (5.39, -4.84, -1.37)  0.279
H (5.87, -5.00, -3.08)  0.345
C (1.22, -6.58, -1.48)  -0.805
C (2.34, -6.00, -0.69)  0.436
N (3.23, -5.54, -0.06)  -0.469
H (0.29, -6.50, -0.93)  0.290
H (1.12, -6.05, -2.43)  0.257
H (1.42, -7.64, -1.69)  0.309
C (2.48, -0.30, -4.70)  0.042
C (3.46, 0.74, -5.12)  0.308
N (4.24, 1.56, -5.45)  -0.454
H (2.99, -1.11, -4.17)  -0.221
H (1.73, 0.14, -4.03)  0.128
H (1.98, -0.72, -5.57)  0.332
C (-0.63, 2.05, 5.98)  -0.647
C (-0.73, 0.89, 5.04)  0.361
N (-0.80, -0.02, 4.30)  -0.443
H (-0.99, 1.76, 6.97)  0.335
H (0.41, 2.38, 6.06)  0.217
H (-1.24, 2.88, 5.62)  0.171
C (0.27, 6.15, 6.24)  -0.652
C (-0.91, 5.49, 6.87)  0.368
N (-1.84, 4.97, 7.37)  -0.422
H (1.05, 5.41, 6.03)  0.196
H (-0.02, 6.62, 5.30)  0.259
H (0.68, 6.92, 6.90)  0.280
C (-3.24, 3.62, -2.04)  -0.472
C (-4.34, 3.04, -2.88)  0.313
N (-5.19, 2.59, -3.55)  -0.425
H (-2.36, 2.98, -2.09)  0.051
H (-2.98, 4.62, -2.40)  0.321
H (-3.58, 3.70, -1.00)  0.236

Entry 7:
This record from OMol25 describes the ion C22H25ClN3O2 with charge +1. The level of theory is ωB97M-V/def2-TZVPD.

As for the frontier orbital gap: 6.5188 eV. The structure (SMILES) is O[C@H](COc1ccc(Cl)c2ccccc12)CN1CCN(c2cccc[nH+]2)CC1. The charge is +1. The HOMO energy comes out at -9.90 eV. For the lowest unoccupied orbital energy, the calculation gives -3.38 eV.

Last column: Mulliken charge in e.
Atoms and positions in Å:
O (-1.19, -0.12, -0.77)  -0.457
C (-1.31, 1.06, 0.01)  1.027
C (-2.74, 1.16, 0.56)  -1.152
O (-3.10, -0.05, 1.19)  -0.421
C (-2.67, -0.30, 2.47)  0.752
C (-1.95, 0.56, 3.25)  -0.458
C (-1.57, 0.20, 4.55)  -1.042
C (-1.90, -1.03, 5.06)  0.521
Cl (-1.39, -1.44, 6.66)  -0.247
C (-2.65, -1.96, 4.29)  0.506
C (-3.02, -3.23, 4.77)  -0.972
C (-3.75, -4.09, 4.00)  -0.624
C (-4.14, -3.72, 2.70)  -0.687
C (-3.79, -2.49, 2.21)  -0.683
C (-3.04, -1.58, 2.98)  0.715
C (-0.98, 2.31, -0.84)  -1.380
N (0.30, 2.37, -1.50)  0.203
C (0.41, 1.90, -2.86)  -0.885
C (0.86, 0.42, -2.95)  -0.559
N (2.11, 0.28, -2.24)  0.050
C (3.30, 0.21, -2.83)  1.269
C (3.49, -0.14, -4.19)  -0.672
C (4.75, -0.25, -4.72)  -0.448
C (5.88, -0.02, -3.92)  -0.626
C (5.69, 0.31, -2.62)  -0.321
N (4.44, 0.43, -2.11)  0.112
C (1.90, 0.61, -0.84)  -0.899
C (1.48, 2.10, -0.74)  -0.794
H (-1.84, -0.75, -0.43)  0.341
H (-0.61, 0.99, 0.86)  0.165
H (-2.86, 2.02, 1.21)  0.390
H (-3.44, 1.25, -0.28)  0.471
H (-1.67, 1.54, 2.91)  0.400
H (-1.01, 0.90, 5.15)  0.436
H (-2.72, -3.51, 5.77)  0.392
H (-4.03, -5.06, 4.38)  0.406
H (-4.72, -4.40, 2.11)  0.414
H (-4.10, -2.20, 1.21)  0.485
H (-1.04, 3.17, -0.16)  0.338
H (-1.75, 2.42, -1.60)  0.339
H (-0.54, 2.02, -3.37)  0.485
H (1.16, 2.52, -3.37)  0.339
H (0.94, 0.13, -4.00)  0.416
H (0.11, -0.21, -2.47)  0.174
H (2.64, -0.34, -4.82)  0.329
H (4.87, -0.53, -5.76)  0.450
H (6.88, -0.10, -4.33)  0.409
H (6.50, 0.50, -1.93)  0.381
H (4.35, 0.68, -1.13)  0.129
H (2.77, 0.40, -0.22)  0.405
H (1.08, -0.02, -0.49)  0.283
H (1.31, 2.37, 0.31)  0.449
H (2.30, 2.72, -1.13)  0.346

Entry 8:
This record from OMol25 describes a cluster of 3 separate species, C2H11NO2 in total in a non-equilibrium geometry. The level of theory is ωB97M-V/def2-TZVPD.

As for the frontier orbital gap (alpha / beta): 11.0746 / 5.7217 eV. The charge is +1. Its spin multiplicity is 2. The relative energy (zero: lowest compared OMol25 entry of this formula, charge and spin) comes out at 40.4 kcal per mole. The HOMO energy (alpha / beta) comes out at -14.76 / -14.75 eV. The expectation value of S² is 0.75. For the lowest unoccupied orbital energy (alpha / beta), the calculation gives -3.68 / -9.03 eV.

Last column: Mulliken spin population.
Atoms and positions in Å:
C (1.14, -1.03, 0.07)  0.013
N (0.26, -1.49, 1.21)  0.779
C (-1.11, -1.10, 1.08)  0.018
H (1.72, -0.18, 0.52)  0.050
H (1.91, -1.78, -0.11)  0.045
H (0.58, -0.85, -0.86)  -0.004
H (0.81, -0.92, 1.85)  -0.006
H (-1.19, -0.21, 0.47)  0.059
H (-1.68, -0.86, 1.98)  0.002
H (-1.67, -1.95, 0.62)  0.032
H (-0.71, 2.86, -0.74)  0.001
H (-1.11, 1.63, -0.17)  0.006
O (-1.32, 2.56, -0.05)  0.002
H (1.44, 0.66, -1.78)  -0.002
H (0.11, 1.28, -2.35)  0.000
O (0.83, 1.38, -1.73)  0.007